The following is a quantum chemistry calculation of 13 unconnected molecules or ions with the total composition C45H104O39S7 in a non-equilibrium geometry, from the OMol25 dataset.

Geometry as XYZ:
```
195
Properties=species:S:1:pos:R:3:forces:R:3:lowdin_charge:R:1
C -2.60054 -4.23327 -4.33787 0.020 -1.589 -1.249 -0.0440
C -3.19019 -5.47820 -3.56164 2.298 2.639 1.376 -0.0803
O -2.61409 -5.42437 -2.14367 -0.338 -0.189 -1.407 0.0066
C -1.35659 -5.86240 -2.11022 0.313 -0.141 0.109 -0.6007
O -0.68023 -6.18843 -3.06467 -0.313 0.177 0.665 0.1035
O -0.96902 -5.90689 -0.82178 -0.137 0.748 -0.392 -0.0201
C 0.40395 -6.25218 -0.57618 -0.806 1.280 2.300 -0.0149
H -1.51481 -4.33421 -4.66510 -1.526 -0.048 0.666 0.0843
H -2.74682 -3.36546 -3.75205 0.237 0.848 0.967 0.0282
H -3.21121 -3.98398 -5.23183 0.327 -0.626 0.231 0.0846
H -2.84520 -6.41702 -3.89828 -0.139 -0.901 -0.908 0.0989
H -4.23705 -5.36274 -3.39228 -0.634 -0.212 -0.016 0.1102
H 0.35742 -6.69672 0.44042 0.404 0.508 -0.567 0.1009
H 1.11727 -5.40299 -0.65360 -0.753 -0.355 0.128 0.1150
H 0.64495 -6.97588 -1.24785 1.072 -2.080 -1.904 0.0490
C -4.02549 -2.27242 -1.14618 -1.297 0.084 0.499 -0.0182
C -3.13205 -2.75523 -0.01560 0.701 -1.110 -0.781 -0.2157
O -3.64711 -2.61586 1.28220 -1.119 1.330 1.514 0.0062
C -4.80898 -3.24849 1.53816 0.365 -0.946 -1.532 -0.6048
O -5.33640 -4.03426 0.76659 0.297 0.573 0.993 0.1049
O -5.22371 -2.92061 2.73804 0.493 0.229 0.009 -0.0055
C -6.15754 -3.78938 3.38212 -0.251 1.030 0.700 -0.0014
H -4.01662 -1.20464 -1.41002 0.339 -0.195 0.519 0.0612
H -5.09019 -2.54039 -0.86940 1.231 0.251 -0.647 0.1011
H -3.74698 -2.81198 -2.04120 -0.085 -0.204 -0.175 0.0474
H -2.10541 -2.38345 -0.02017 -0.344 0.695 0.128 0.1178
H -2.97906 -3.82240 -0.05648 -0.125 -0.578 -0.989 0.0943
H -7.09737 -3.21664 3.47266 0.562 -0.279 0.646 0.1141
H -5.63205 -4.07429 4.30776 -0.869 0.168 -0.091 0.1131
H -6.39347 -4.63547 2.79550 0.096 -0.979 -0.772 0.0735
C 5.11534 0.21661 -3.86630 -0.347 -0.417 0.611 -0.0550
C 5.98518 1.28162 -3.21752 1.449 -1.183 -0.390 -0.2281
O 5.26280 1.94635 -2.20647 -0.333 0.899 1.074 0.0335
C 5.12596 3.27214 -2.38836 -0.592 -0.689 1.437 -0.5626
O 5.38921 3.83621 -3.40410 0.136 0.862 -0.639 0.1094
O 4.64813 3.84308 -1.24494 1.015 -0.778 -1.287 -0.0153
C 4.15893 5.17910 -1.44974 1.114 -0.258 0.474 -0.0085
H 4.86078 -0.45024 -3.01879 0.112 -0.071 -0.603 0.0860
H 5.59138 -0.36204 -4.66999 0.185 0.256 0.400 0.0822
H 4.16136 0.56454 -4.22844 -0.199 0.531 -0.235 0.0441
H 6.45545 2.05195 -3.82892 -0.248 -0.429 -0.453 0.1145
H 6.81198 0.69376 -2.73806 -0.528 0.794 -0.043 0.1322
H 4.64997 5.64169 -2.30733 -0.393 -0.035 0.110 0.1027
H 4.33623 5.73322 -0.54028 0.337 0.112 0.237 0.0974
H 3.12419 5.02978 -1.51254 -1.614 0.404 -0.700 0.0482
C -3.01203 -0.06622 -9.48824 -0.077 1.015 -1.417 -0.0776
C -2.31516 -0.15999 -8.18219 -0.315 0.953 0.941 -0.2523
O -1.73810 -1.44025 -7.97874 -0.582 -0.783 0.119 0.0461
C -0.83439 -1.60435 -6.99742 -0.518 -0.547 -1.808 -0.5986
O -0.50249 -0.78534 -6.21291 0.450 1.177 1.266 0.1443
O -0.34895 -2.83302 -7.14634 -1.280 0.574 -1.075 0.0097
C 0.79354 -3.20878 -6.49209 3.105 0.868 1.783 -0.0811
H -3.87684 -0.71947 -9.52839 0.094 -0.377 -0.173 0.0778
H -2.32333 -0.21457 -10.34165 -0.503 -0.191 0.339 0.0897
H -3.44296 0.96788 -9.60503 0.551 -0.845 0.240 0.1005
H -3.08039 0.17211 -7.45759 0.500 -0.809 0.499 0.1289
H -1.50827 0.53589 -8.08252 0.456 0.717 -0.147 0.1092
H 0.53919 -4.05543 -5.90386 0.123 -1.023 0.403 0.0695
H 1.23900 -2.45047 -5.75359 -1.074 -0.653 -1.113 0.1247
H 1.63968 -3.42735 -7.18687 -0.934 -0.034 0.202 0.1095
C -3.56231 1.87634 3.26406 -1.049 -0.685 1.551 -0.0363
C -4.02568 0.44271 2.84975 0.271 1.693 0.102 -0.1962
O -3.55727 -0.52896 3.76383 0.390 -0.404 0.709 -0.0180
C -4.40933 -0.99889 4.70467 1.748 0.072 -0.431 -0.6258
O -5.56058 -0.76656 4.76715 -1.986 0.502 0.016 0.1571
O -3.80879 -1.77957 5.59602 -0.960 -0.287 0.403 0.0054
C -2.41418 -1.95804 5.61329 0.947 1.646 -1.730 -0.0415
H -4.25066 2.67164 2.92724 0.372 -0.461 -0.227 0.0814
H -2.54074 2.11537 3.02623 0.432 0.000 -0.355 0.0397
H -3.65333 1.90142 4.38411 0.137 0.067 -0.843 0.0959
H -3.64414 0.16633 1.88558 0.249 -0.208 -0.486 0.1033
H -5.09340 0.46074 2.82041 -0.735 -0.325 0.030 0.1133
H -2.10117 -2.11171 4.54241 0.241 -0.057 1.308 0.0955
H -2.19721 -2.78106 6.24733 0.177 -0.706 0.380 0.0802
H -1.93635 -1.02826 6.02207 -0.183 -0.879 -0.431 0.1058
C 1.50944 2.86856 -0.87236 2.891 -1.316 2.029 -0.0737
C 0.99096 1.50468 -1.12520 -0.685 -2.164 -0.981 -0.1519
O 1.21892 0.54326 0.00725 -1.094 0.709 -0.680 0.0315
C 0.12356 0.03850 0.60864 0.056 1.525 -0.877 -0.6212
O -1.05013 0.23576 0.31463 0.845 -0.308 -0.360 0.0448
O 0.50409 -0.66568 1.63024 -0.022 -0.840 0.673 0.0172
C -0.62044 -1.18318 2.41279 1.527 0.005 -0.768 0.0229
H 1.42124 3.43555 -1.74378 -0.090 0.877 -1.488 0.0433
H 2.59935 2.80211 -0.53343 -1.315 0.227 -0.656 0.1122
H 1.00227 3.34048 -0.05867 -0.630 0.285 0.433 0.0503
H 1.41429 0.95925 -2.02824 -0.117 0.996 1.138 0.1389
H -0.07886 1.60198 -1.32856 0.066 -0.404 0.290 0.0850
H -0.11295 -1.50319 3.29699 -0.082 0.155 0.975 0.0677
H -0.94710 -2.09869 1.92352 -0.692 0.298 -0.130 0.0912
H -1.31660 -0.35618 2.49227 -0.388 -0.548 0.365 0.0892
O 2.36505 2.24603 -4.15413 -0.737 0.134 -0.943 -0.2784
S 2.05763 3.13510 -5.25638 1.472 0.442 2.382 0.5671
O 1.98612 4.52415 -4.92533 -1.126 0.559 0.110 -0.2891
O 3.20559 3.02658 -6.31042 -0.284 -1.705 -0.610 -0.2547
C 4.20670 4.04228 -6.36838 -0.372 1.360 -0.067 -0.2592
C 4.47654 4.27464 -7.81321 -0.464 0.927 -1.026 -0.0689
C 0.70255 2.53092 -6.17801 0.563 -0.857 0.639 -0.1022
H 5.08278 3.75109 -5.79973 -0.165 0.054 0.302 0.1123
H 3.67724 4.93365 -5.99153 0.996 -0.208 0.259 0.1136
H 5.03428 3.50148 -8.29782 0.460 -0.571 -0.182 0.0681
H 4.96671 5.24440 -8.01483 -0.060 -0.456 0.322 0.0928
H 3.49770 4.32148 -8.30999 0.237 0.074 -0.059 0.0861
H 0.70459 3.04020 -7.12969 -0.301 -0.039 -0.194 0.0768
H -0.21513 2.59033 -5.58486 0.255 0.283 -0.174 0.0833
H 1.00858 1.47824 -6.21314 -0.520 0.021 -0.626 0.0667
O 4.31519 1.66229 5.57888 0.185 -1.147 0.361 -0.3070
S 5.50981 1.52746 4.78132 -1.821 -0.245 -1.586 0.5957
O 6.78714 1.38705 5.39134 0.124 -0.303 -0.031 -0.2682
O 5.39818 0.30312 3.65445 -0.297 1.526 1.506 -0.2889
C 4.13828 0.15493 2.82338 1.380 -0.731 0.743 -0.1755
C 4.67390 -0.17522 1.44315 -0.565 -2.476 -0.239 -0.0601
C 5.40128 2.95874 3.77329 0.619 -1.604 -2.660 -0.1254
H 3.61124 1.10411 2.86212 -0.377 -0.216 0.021 0.0837
H 3.61760 -0.71903 3.30834 0.105 1.252 -0.707 0.1120
H 5.13123 -1.20099 1.43033 -0.319 0.758 0.371 0.0947
H 5.42792 0.43686 1.03239 0.785 1.294 0.032 0.0570
H 3.91099 -0.25919 0.66977 -0.471 0.279 0.267 0.0711
H 6.27403 2.80172 3.09559 -0.580 0.718 0.259 0.0880
H 5.50343 3.81975 4.37532 0.060 0.871 0.656 0.0602
H 4.45237 2.94998 3.15382 1.122 0.087 1.015 0.0548
O 0.62223 -2.69472 6.30984 2.082 -0.049 0.028 -0.3138
S 2.00248 -2.76606 5.79373 -3.826 -0.455 -1.844 0.5977
O 2.13497 -2.03778 4.53111 0.783 -0.885 1.327 -0.3026
O 3.05396 -2.35881 6.83488 0.020 0.347 0.509 -0.2509
C 3.13441 -0.93239 7.15829 1.743 -0.352 1.591 -0.2150
C 3.89470 -0.88574 8.50275 -1.966 -0.076 -0.265 -0.0359
C 2.41714 -4.50860 5.62045 1.403 1.659 -1.636 -0.0919
H 2.18198 -0.43553 7.25189 -0.379 -0.393 -0.155 0.0982
H 3.75128 -0.49943 6.41114 0.132 0.545 -0.853 0.0799
H 3.16470 -1.21242 9.26231 0.490 0.035 -0.001 0.0847
H 4.14181 0.14982 8.71319 0.369 0.011 0.022 0.0823
H 4.73454 -1.56272 8.50611 0.382 0.098 -0.064 0.0774
H 2.50943 -4.96062 6.57308 -0.184 -0.409 0.901 0.0562
H 3.41378 -4.51170 5.09684 -0.998 -0.184 0.457 0.0937
H 1.64150 -4.91642 4.98144 -0.084 -0.189 0.078 0.0564
O -1.21153 3.66839 -2.14107 -1.617 -0.584 -0.077 -0.3092
S -2.60009 3.62127 -1.68009 1.211 0.512 0.475 0.6604
O -3.30879 4.89526 -1.66630 0.277 -2.142 0.012 -0.2862
O -3.47025 2.55844 -2.53972 0.538 1.678 0.885 -0.2779
C -2.87171 1.28915 -2.95130 -0.398 0.960 0.840 -0.2261
C -4.02647 0.66705 -3.65955 0.074 -0.650 0.971 -0.0641
C -2.51445 2.80609 -0.05804 -2.105 1.123 0.395 -0.0929
H -2.55005 0.76159 -2.03066 -0.001 0.030 -0.682 0.1155
H -2.06298 1.56363 -3.59516 0.780 -0.298 -0.265 0.1052
H -3.79027 -0.33589 -3.90103 0.172 -1.435 0.153 0.0584
H -4.19766 1.07050 -4.62701 -0.528 1.067 -0.518 0.0707
H -4.86554 0.70929 -2.94805 -0.053 -0.104 -0.774 0.1020
H -3.50580 2.89459 0.48186 0.940 -0.136 -0.911 0.0924
H -1.80588 3.32505 0.56047 0.489 0.579 -0.029 0.0525
H -2.18211 1.78606 -0.09135 0.039 -0.419 -0.526 0.0154
O -2.82655 -7.10069 4.29620 0.459 -0.105 0.771 -0.2792
S -1.81873 -6.63197 3.39554 -1.668 0.504 -2.059 0.5823
O -0.49658 -6.30924 3.74912 1.599 0.156 1.061 -0.2592
O -1.70880 -7.67912 2.16609 -0.802 -0.096 0.918 -0.2477
C -2.26358 -8.99750 2.50438 -1.638 0.677 -0.678 -0.2696
C -1.28051 -9.77593 3.23472 -0.565 -1.859 1.350 -0.0916
C -2.53798 -5.23710 2.57398 0.715 -1.209 -0.298 -0.0887
H -2.67993 -9.42821 1.56465 0.633 0.391 0.610 0.1398
H -3.06978 -8.89763 3.25622 -0.130 0.358 -1.069 0.1096
H -1.65454 -10.80994 3.31674 0.377 0.170 -0.152 0.1040
H -1.22649 -9.42675 4.24943 -0.018 0.307 0.615 0.0790
H -0.30570 -9.73820 2.88786 1.859 -0.188 -1.164 0.0631
H -1.94046 -4.98503 1.70139 -0.191 0.063 -0.029 0.0747
H -2.63332 -4.45606 3.27357 0.339 1.094 0.912 0.0567
H -3.52922 -5.56197 2.37588 -0.853 -0.227 -0.811 0.0665
O -2.02703 6.37906 1.69585 -0.472 0.374 -0.378 -0.2867
S -1.35698 7.19471 0.72242 -1.088 -2.257 -0.149 0.5653
O -0.28272 7.98554 1.18209 1.125 1.070 0.018 -0.2590
O -0.86756 6.12697 -0.36548 -1.044 0.375 1.378 -0.2663
C 0.31067 6.31731 -1.09030 1.927 1.027 0.066 -0.3132
C 0.06717 6.50518 -2.52186 -0.357 0.441 -3.482 -0.0872
C -2.48085 8.17795 -0.21067 -0.347 -0.946 -0.451 -0.0975
H 0.90376 5.41052 -0.99041 0.048 0.093 0.449 0.0869
H 0.88940 7.22142 -0.70928 -0.611 -1.279 -0.122 0.1440
H 1.04747 6.41474 -3.04416 -0.454 0.203 0.323 0.0819
H -0.34237 7.50950 -2.82648 0.292 -0.808 0.557 0.0938
H -0.55659 5.73163 -3.05699 0.492 0.688 1.105 0.0835
H -3.03515 7.62315 -0.97060 0.646 -0.471 -0.061 0.0770
H -1.87624 8.93886 -0.65471 0.004 0.771 -0.172 0.0671
H -3.27557 8.47711 0.43022 -0.190 0.912 0.877 0.0645
O 2.55400 3.52670 2.29491 -1.017 0.171 0.449 -0.2801
S 1.23751 3.33474 2.86337 -0.109 -0.952 -1.281 0.5698
O 0.37138 2.31346 2.30522 0.549 0.560 -0.021 -0.2853
O 1.46356 3.00710 4.37569 -0.812 0.104 0.114 -0.2370
C 0.33685 2.27050 4.97854 0.119 -0.195 0.947 -0.2200
C 0.90819 0.91082 5.32936 -0.375 -0.408 0.077 -0.0505
C 0.31422 4.83058 2.86392 -0.784 0.674 1.259 -0.1191
H -0.52890 2.21562 4.31512 0.468 -0.190 -0.242 0.0902
H -0.02780 2.85504 5.81567 0.424 0.167 0.404 0.1202
H 1.27296 0.51339 4.37251 -0.200 -0.414 0.386 0.0766
H 0.16061 0.22926 5.80888 0.429 0.502 -0.665 0.0899
H 1.77169 0.94410 6.00906 -0.358 0.564 -0.414 0.0548
H -0.17640 4.95916 1.87771 0.828 0.085 0.513 0.0406
H 1.06057 5.60955 3.18643 -1.119 -0.410 -0.600 0.1008
H -0.58221 4.77919 3.60378 1.758 -0.096 -1.075 0.1189
```
Forces are in eV/Å.

## Properties
Gap between HOMO and LUMO   10.66 eV
HOMO   -10.48 eV
DFT total energy   -7498.53671 hartree